157
Properties=species:S:1:pos:R:3 method="wB97M-V/def2-TZVPD" energy_ha=-9133.80500 homo_lumo_gap_ev="5.14 / 5.45" fmax_ev_per_a=4.57 s2=0.780 spin_multiplicity=2
Tc -0.729 -2.058 -0.477
C 6.405 2.432 -4.931
O 5.756 1.335 -5.535
C 4.877 0.624 -4.781
C 4.633 0.849 -3.433
C 3.674 0.094 -2.776
C 2.940 -0.888 -3.436
C 3.241 -1.145 -4.774
C 4.196 -0.401 -5.438
C 1.811 -1.496 -2.688
C 2.132 -2.125 -1.476
C 3.409 -2.701 -1.181
C 3.292 -3.330 0.019
C 1.970 -3.065 0.510
N 1.267 -2.391 -0.460
C 1.536 -3.217 1.834
C 0.325 -2.678 2.318
C 0.067 -2.362 3.694
C -1.072 -1.624 3.734
C -1.563 -1.534 2.393
C -2.796 -0.986 2.014
C -3.582 -0.218 3.012
C -4.017 -0.744 4.229
C -4.713 0.041 5.127
C -4.995 1.374 4.833
O -5.686 2.060 5.780
C -6.048 3.394 5.493
C -4.570 1.911 3.624
C -3.876 1.113 2.727
C -3.320 -1.022 0.713
N -2.621 -1.345 -0.414
C -3.450 -1.118 -1.480
C -3.024 -0.986 -2.809
C -3.952 -0.290 -3.743
C -4.340 -0.836 -4.967
C -5.095 -0.103 -5.861
C -5.467 1.208 -5.567
O -6.145 1.866 -6.541
C -6.461 3.224 -6.325
C -5.126 1.750 -4.334
C -4.381 0.999 -3.435
C -1.701 -1.172 -3.243
C -1.199 -0.781 -4.527
C 0.155 -0.815 -4.463
C 0.504 -1.288 -3.156
N -0.645 -1.517 -2.437
C -4.757 -0.779 -0.996
C -4.671 -0.694 0.357
N -0.677 -2.150 1.545
C 2.493 -3.700 2.863
C 2.084 -4.623 3.833
C 2.877 -4.907 4.925
C 4.113 -4.279 5.084
O 4.765 -4.521 6.250
C 5.860 -3.690 6.578
C 4.575 -3.434 4.084
C 3.763 -3.148 2.996
H 7.002 2.893 -5.714
H 7.063 2.116 -4.116
H 5.687 3.162 -4.544
H 5.164 1.614 -2.882
H 3.475 0.290 -1.728
H 2.726 -1.944 -5.292
H 4.421 -0.585 -6.480
H 4.262 -2.668 -1.839
H 4.035 -3.930 0.517
H 0.696 -2.626 4.524
H -1.534 -1.176 4.596
H -3.829 -1.785 4.455
H -5.058 -0.361 6.071
H -6.598 3.748 6.362
H -6.688 3.452 4.608
H -5.170 4.028 5.340
H -4.767 2.943 3.365
H -3.547 1.537 1.786
H -4.043 -1.847 -5.216
H -5.394 -0.519 -6.814
H -6.944 3.568 -7.237
H -5.563 3.824 -6.150
H -7.150 3.348 -5.484
H -5.418 2.756 -4.064
H -4.102 1.439 -2.485
H -1.797 -0.484 -5.371
H 0.847 -0.538 -5.237
H -5.630 -0.636 -1.609
H -5.460 -0.466 1.052
H 1.114 -5.092 3.729
H 2.546 -5.584 5.701
H 6.053 -3.859 7.634
H 5.628 -2.634 6.415
H 6.751 -3.948 5.998
H 5.544 -2.958 4.158
H 4.101 -2.426 2.267
C 0.599 2.219 1.558
C 0.603 2.509 0.054
As -0.908 1.767 -1.001
C -2.093 3.321 -0.672
C -2.824 3.925 -1.692
C -3.755 4.915 -1.416
C -3.973 5.329 -0.111
C -3.235 4.756 0.913
C -2.312 3.759 0.634
C -0.216 2.292 -2.760
C 1.084 2.737 -2.983
C 1.516 3.054 -4.263
C 0.652 2.949 -5.342
C -0.641 2.498 -5.136
C -1.059 2.154 -3.860
As 1.918 0.836 2.011
C 3.498 1.807 1.338
C 4.520 1.040 0.784
C 5.649 1.636 0.241
C 5.740 3.019 0.187
C 4.701 3.797 0.680
C 3.602 3.194 1.271
C 2.026 1.226 3.930
C 0.971 1.815 4.621
C 0.963 1.856 6.007
C 1.997 1.280 6.728
C 3.063 0.702 6.053
C 3.078 0.690 4.668
H -0.377 1.865 1.906
H 0.840 3.121 2.123
H 1.523 2.105 -0.375
H 0.608 3.588 -0.117
H -2.655 3.637 -2.721
H -4.315 5.361 -2.228
H -4.708 6.095 0.101
H -3.380 5.082 1.935
H -1.749 3.330 1.454
H 1.783 2.851 -2.165
H 2.534 3.389 -4.417
H 0.989 3.216 -6.336
H -1.327 2.395 -5.968
H -2.055 1.756 -3.720
H 4.420 -0.040 0.762
H 6.448 1.023 -0.158
H 6.616 3.489 -0.242
H 4.742 4.876 0.594
H 2.817 3.820 1.679
H 0.128 2.239 4.089
H 0.132 2.317 6.527
H 1.967 1.279 7.810
H 3.867 0.234 6.609
H 3.911 0.239 4.146
Cl 0.764 -4.939 -2.662
C -0.050 -5.828 -1.427
C 0.159 -7.182 -1.276
C -0.483 -7.875 -0.258
C -1.337 -7.206 0.608
C -1.543 -5.852 0.461
Cl -2.553 -4.980 1.558
C -0.912 -5.101 -0.565
N -1.117 -3.793 -0.693
H 0.830 -7.690 -1.955
H -0.305 -8.933 -0.126
H -1.840 -7.736 1.405